The following is a DFT calculation (the ωB97M-V functional and the def2-TZVPD basis) of a cluster of 8 separate species, C35H83F3N2O16 in total.

Calculated values
Frontier orbital gap   0.3422 hartree
HOMO level   -8.82 eV
SMILES   CCCNN(CCC(F)(F)F)C(=O)O.COCCOC.COCCOC.COCCOC.COCCOC.COCCOC.COCCOC.COCCOC

Last column: Mulliken charge in e.
Atoms and positions in Å:
F 0.60 1.18 -0.24  -0.296
F 0.41 0.96 -2.38  -0.283
F -1.32 0.70 -1.11  -0.297
O -5.70 7.15 -3.93  -0.327
O 12.99 -2.29 3.42  -0.392
O -9.99 5.43 -3.10  -0.420
O -3.13 7.58 -5.31  -0.358
O 0.97 5.53 -2.53  -0.402
O 5.48 -3.72 -0.29  -0.162
O 1.75 -5.34 5.45  -0.448
O -5.28 -1.79 1.55  -0.151
O -0.54 -7.18 5.09  -0.390
O -7.61 -2.45 -0.10  -0.377
O -10.20 7.07 -0.66  -0.381
O 2.06 -4.54 1.09  -0.546
O 1.02 5.30 -5.47  -0.402
O 2.48 -3.21 -0.70  -0.472
O 8.23 -4.35 0.53  -0.361
O 12.58 -4.99 2.31  -0.396
N -0.05 -3.18 1.78  -0.194
N 0.62 -2.88 0.53  0.357
C 1.33 6.47 -4.74  -0.242
C -6.32 -2.68 1.94  -0.472
C -3.76 6.32 -5.14  -0.423
C 13.19 -3.91 1.62  -0.406
C -6.87 -2.09 -1.25  -0.666
C 1.77 -3.61 0.39  0.291
C 13.89 -2.95 2.55  -0.474
C 1.13 4.13 -2.44  -0.769
C 0.29 -8.25 5.48  -0.756
C -10.93 8.02 -1.41  -0.721
C -0.34 4.92 -5.40  -0.733
C 1.91 6.17 -3.37  -0.490
C 0.72 -1.43 0.33  -0.603
C -1.52 -1.26 3.55  -1.469
C 8.42 -3.00 0.89  -0.768
C -6.95 -3.37 0.75  -0.624
C -5.26 6.43 -5.07  -0.729
C -1.50 -2.97 1.65  -0.636
C 12.94 -2.84 4.72  -0.734
C -9.88 4.93 -1.78  -0.473
C 5.97 -3.28 -1.55  -0.912
C -8.88 6.21 -3.50  -0.779
C 0.39 -4.97 5.50  0.166
C -0.51 -6.08 5.98  -0.596
C -5.66 -0.43 1.53  -0.864
C -2.11 -2.55 2.98  0.270
C 2.20 -5.71 4.16  -0.631
C 5.93 -5.01 0.09  -0.601
C 0.31 -1.03 -1.09  -0.870
C 7.07 -4.94 1.08  -0.566
C -2.62 8.12 -4.10  -0.492
C -10.69 5.75 -0.79  -0.479
C -6.05 8.50 -4.21  -0.858
C 0.00 0.45 -1.21  1.145
C 11.19 -4.82 2.52  -0.686
H -5.64 6.90 -5.99  0.382
H -8.83 4.90 -1.46  0.280
H 6.24 -5.58 -0.79  0.359
H 0.44 7.10 -4.63  0.042
H 5.09 -5.53 0.55  0.363
H -0.13 -8.79 6.34  0.319
H -10.62 5.28 0.20  0.369
H -0.42 3.93 -5.84  0.337
H -0.61 -1.57 -1.34  0.337
H 1.22 3.67 -3.42  0.354
H 10.88 -5.59 3.22  0.302
H 1.30 -7.91 5.73  0.333
H 5.49 -3.83 -2.37  0.313
H 8.73 -2.91 1.93  0.312
H -1.99 -3.89 1.30  0.291
H -2.33 9.15 -4.31  0.248
H 13.92 -4.33 0.92  0.397
H 2.06 7.04 -5.32  0.389
H 0.30 -4.12 6.19  0.375
H -0.44 -1.37 3.68  0.343
H -11.91 8.21 -0.95  0.327
H -1.70 -2.21 0.90  0.271
H -6.16 9.00 -3.25  0.238
H -5.69 5.43 -5.01  0.433
H 12.82 -3.93 4.70  0.321
H 1.54 -6.46 3.70  0.315
H -0.19 -6.41 6.98  0.332
H 12.09 -2.40 5.23  0.249
H -11.74 5.76 -1.09  0.311
H -8.01 5.58 -3.69  0.285
H -10.36 8.95 -1.40  0.245
H 14.65 -3.49 3.13  0.312
H 10.64 -4.95 1.58  0.336
H 0.06 -4.63 4.51  -0.205
H -5.88 -3.44 2.59  0.370
H 12.44 -3.37 1.03  0.202
H -1.70 -0.41 2.87  0.286
H -1.53 -5.70 6.07  0.420
H -7.08 -2.14 2.51  0.374
H 2.81 5.56 -3.48  0.309
H -3.38 5.83 -4.23  0.332
H -3.49 5.69 -5.99  0.386
H -6.84 -2.92 -1.97  0.324
H 0.35 -8.94 4.63  0.244
H -0.70 4.89 -4.37  0.312
H 14.40 -2.18 1.95  0.375
H 2.02 3.88 -1.84  0.367
H -9.17 6.70 -4.43  0.321
H -5.85 -1.80 -1.00  0.255
H 1.74 -1.08 0.55  0.373
H -6.18 -3.92 0.19  0.326
H -7.38 -1.25 -1.72  0.244
H -7.69 -4.08 1.11  0.382
H -1.96 -3.36 3.71  0.146
H 9.21 -2.60 0.25  0.236
H 3.38 -2.96 -0.41  0.340
H 5.73 -2.23 -1.65  0.270
H -7.00 8.56 -4.75  0.323
H -4.87 0.12 1.02  0.202
H 10.96 -3.84 2.94  0.266
H 2.24 -4.84 3.50  0.213
H -3.37 8.11 -3.31  0.303
H -6.60 -0.29 0.98  0.406
H 2.19 7.11 -2.90  0.404
H -8.62 6.96 -2.76  0.390
H 1.07 -1.29 -1.82  0.207
H 7.05 -3.40 -1.62  0.410
H 3.19 -6.13 4.27  0.327
H -1.74 7.57 -3.76  0.115
H -3.19 -2.43 2.84  0.053
H -10.26 3.90 -1.77  0.401
H -11.08 7.70 -2.44  0.311
H 0.13 -4.17 1.91  0.186
H -5.78 -0.04 2.54  0.295
H 0.25 3.73 -1.94  0.200
H 6.75 -4.39 1.97  0.354
H 7.51 -2.41 0.73  0.372
H -0.97 5.61 -5.98  0.328
H 13.85 -2.60 5.28  0.326
H 7.32 -5.96 1.39  0.379
H -5.28 9.01 -4.79  0.426
H 0.06 -0.96 1.06  0.303
H -1.95 -1.02 4.52  0.440